P.
Molecular formula: C4H10N2OS
Method: DFT, the ωB97M-V functional and the def2-TZVPD basis

**Molecular weight**: 134.2 g mol⁻¹
**Net charge**: 0
**Spin multiplicity**: 1

Element x y z (Å)
H 0.44 1.17 -0.81
H -1.97 -1.55 1.72
H 0.84 -0.30 -1.81
N 1.51 -0.90 0.56
H 3.42 -0.27 0.78
H -2.77 -0.17 1.09
N -1.99 -0.56 1.58
H -1.44 1.53 -2.29
C 0.16 0.17 -1.11
H -0.76 1.03 1.14
H -0.08 -0.12 2.23
C -0.65 -0.04 1.31
H -0.27 -1.68 -0.16
O 2.07 1.24 1.06
H 1.88 -1.84 0.55
C 0.11 -0.71 0.15
S -1.47 0.25 -1.92
C 2.39 0.10 0.85

---

Q.
Molecular formula: C4H10N2OS
Method: DFT, the ωB97M-V functional and the def2-TZVPD basis

**Molecular weight**: 134.2 g mol⁻¹
**Net charge**: 0
**Spin multiplicity**: 1

Element x y z (Å)
C -1.12 0.70 0.96
H 2.86 -0.75 -0.41
C 1.82 -0.52 -0.16
H 1.31 -2.41 -0.99
O -0.98 1.81 1.64
N -0.53 -0.57 1.31
H 0.00 0.41 0.63
H 1.59 -2.31 0.73
C 1.07 -1.80 -0.11
H -0.95 -1.49 -0.68
S 1.12 0.63 -1.56
N -2.11 0.76 -0.30
H -0.88 -2.60 0.66
H 1.78 -0.02 0.85
C -0.42 -1.70 0.27
H -2.95 0.33 -0.03
H -0.12 1.14 -1.31
H -2.25 1.76 -0.39

---

What should be chosen as the most stable of them? Choose P.

---

P.
Molecular formula: C4H10N2OS
Method: DFT, the ωB97M-V functional and the def2-TZVPD basis

**Molecular weight**: 134.2 g mol⁻¹
**Net charge**: 0
**Spin multiplicity**: 1

Element x y z (Å)
C 1.24 1.02 -0.89
H 2.13 -2.00 2.05
H -3.08 -1.00 -0.44
H -0.99 1.88 0.21
H -1.25 3.07 -1.01
H 0.86 -0.95 2.30
H 0.86 -2.42 1.15
H -1.58 -1.34 -0.66
C -2.24 -0.50 -0.26
C -0.96 2.03 -0.84
H 2.36 -1.29 -0.15
H 2.23 0.91 -1.54
N 2.00 -0.58 0.59
H -1.91 -0.47 0.85
C 1.41 -1.53 1.56
N 1.03 0.27 0.03
O 0.22 1.94 -1.49
S -2.34 0.96 -1.45

---

Q.
Molecular formula: C4H10N2OS
Method: DFT, the ωB97M-V functional and the def2-TZVPD basis

**Molecular weight**: 134.2 g mol⁻¹
**Net charge**: 0
**Spin multiplicity**: 1

Element x y z (Å)
C -1.71 0.54 0.06
H -1.33 -0.85 -1.51
S 1.66 -0.30 -0.19
N 0.69 1.16 0.33
H -1.57 0.58 1.09
H -0.46 1.10 -1.51
O 2.15 -0.11 -1.54
H 2.51 -0.65 1.94
N -0.77 -1.85 0.37
H -2.56 -1.35 -0.38
H -0.59 2.45 -0.36
C -0.51 1.36 -0.47
C -1.58 -0.91 -0.39
H 0.33 0.93 1.31
H -2.72 0.99 -0.10
H 3.83 -0.49 0.72
C 2.85 -0.29 0.97
H -0.22 -2.30 -0.34

---

What should be chosen as the most stable of them? Choose P.

---

P.
Molecular formula: C4H10N2OS
Method: DFT, the ωB97M-V functional and the def2-TZVPD basis

**Molecular weight**: 134.2 g mol⁻¹
**Net charge**: 0
**Spin multiplicity**: 1

Element x y z (Å)
N -2.93 -0.45 -0.40
S 2.18 -0.17 -0.92
H -1.64 0.68 0.90
C -0.50 -0.46 -0.34
H 1.78 1.93 0.48
H -2.93 -1.32 0.11
H 3.00 -2.16 0.29
N 0.59 0.41 -0.48
H -2.97 -0.63 -1.34
O -0.51 -1.65 -0.41
C 2.27 -1.36 0.53
H 0.67 2.52 -0.73
H 0.13 1.90 0.95
C 0.77 1.76 0.11
H 1.23 -1.85 0.69
H 2.43 -0.72 1.35
C -1.77 0.33 -0.09
H -1.81 1.24 -0.71

---

Q.
Molecular formula: C4H10N2OS
Method: DFT, the ωB97M-V functional and the def2-TZVPD basis

**Molecular weight**: 134.2 g mol⁻¹
**Net charge**: 0
**Spin multiplicity**: 1

Element x y z (Å)
H -1.59 -0.45 0.11
C -0.16 1.32 -0.73
H -2.31 -2.37 4.20
N -1.37 -2.18 3.86
C -0.75 -1.06 -0.30
H 1.52 0.97 -2.86
H 0.35 3.07 -1.60
S -0.07 -2.27 0.83
H -1.41 -1.33 3.30
H 1.26 -0.42 -0.45
C 0.25 -0.04 -0.61
N 0.77 2.21 -1.29
O -1.25 1.77 -0.41
H 2.39 2.50 -2.58
C 1.88 1.67 -2.09
H -1.08 -1.64 -1.16
H -1.02 -2.88 3.23
H 2.59 1.14 -1.46

---

What should be chosen as the most stable of them? Choose P.

---

P.
Molecular formula: C2H3N3O3
Method: DFT, the ωB97M-V functional and the def2-TZVPD basis

**Molecular weight**: 117.1 g mol⁻¹
**Net charge**: 0
**Spin multiplicity**: 1

Element x y z (Å)
N 0.01 1.38 -0.90
C -1.70 0.22 0.76
N -1.67 -0.99 1.16
H 1.99 -1.32 0.41
O 1.46 -0.54 0.62
H 1.90 1.67 -1.72
C -0.55 0.39 -0.29
O -0.69 -1.77 0.48
N 0.31 -0.68 -0.16
O 1.15 0.62 -1.79
H -2.23 1.01 1.42

---

Q.
Molecular formula: C2H3N3O3
Method: DFT, the ωB97M-V functional and the def2-TZVPD basis

**Molecular weight**: 117.1 g mol⁻¹
**Net charge**: 0
**Spin multiplicity**: 1

Element x y z (Å)
H -2.11 1.47 0.31
H 3.61 -0.81 0.45
N 2.01 0.52 -0.06
O 0.05 -0.67 -0.22
O -2.10 -0.91 -0.32
N -0.02 1.64 -0.24
H -2.34 -1.76 0.03
C 0.78 0.52 -0.26
O 2.49 -0.85 -0.08
C -1.14 1.09 0.03
N -1.23 -0.25 0.36

---

What should be chosen as the most stable of them? Choose Q.

---

P.
Molecular formula: C2H3N3O3
Method: DFT, the ωB97M-V functional and the def2-TZVPD basis

**Molecular weight**: 117.1 g mol⁻¹
**Net charge**: 0
**Spin multiplicity**: 1

Element x y z (Å)
O -0.85 -1.32 0.12
H 1.87 -0.10 -1.53
O 1.61 -0.91 -2.21
C 0.16 -0.83 -0.66
N 0.61 0.49 -0.31
N -1.27 -0.06 0.63
N 0.54 -1.58 -1.67
H -1.88 -0.38 1.53
C -0.24 0.80 0.54
H -0.49 1.94 2.31
O -0.04 1.95 1.25

---

Q.
Molecular formula: C2H3N3O3
Method: DFT, the ωB97M-V functional and the def2-TZVPD basis

**Molecular weight**: 117.1 g mol⁻¹
**Net charge**: 0
**Spin multiplicity**: 1

Element x y z (Å)
O 0.52 -1.35 -0.22
O -2.42 0.37 0.15
H -0.82 1.95 -0.71
H -2.98 -0.49 -0.02
O 2.40 -0.09 0.02
N -0.86 -1.35 -0.35
C -1.18 -0.12 0.28
C 0.10 0.70 0.13
N 0.29 1.89 -0.29
H 2.30 1.37 -0.36
N 1.14 -0.23 0.50

---

What should be chosen as the most stable of them? Choose P.

---

P.
Molecular formula: C2H3N3O3
Method: DFT, the ωB97M-V functional and the def2-TZVPD basis

**Molecular weight**: 117.1 g mol⁻¹
**Net charge**: 0
**Spin multiplicity**: 1

Element x y z (Å)
O -0.81 0.84 1.46
H -2.59 -0.95 0.52
H 1.53 -0.57 -2.92
N 1.16 0.29 0.47
H 1.03 1.31 2.30
C 0.14 -0.02 -0.40
O 1.54 -0.52 -1.94
N -1.14 0.24 0.20
N 0.22 -0.41 -1.59
C 0.55 0.81 1.45
O -1.62 -1.02 0.46

---

Q.
Molecular formula: C2H3N3O3
Method: DFT, the ωB97M-V functional and the def2-TZVPD basis

**Molecular weight**: 117.1 g mol⁻¹
**Net charge**: 0
**Spin multiplicity**: 1

Element x y z (Å)
C -0.60 1.23 -0.01
H -0.25 -2.98 0.32
N 1.98 -0.90 0.52
O -1.25 2.25 0.36
H 2.84 -1.26 -0.46
O 0.68 1.08 -0.34
O -1.23 0.06 -0.34
C -0.25 -0.95 -0.10
H 2.32 -0.47 1.44
N -0.85 -2.04 0.03
N 0.96 -0.50 -0.27

---

What should be chosen as the most stable of them? Choose P.